Record 1
This record from the Open Molecules 2025 dataset describes C34H34N3O5P2Pt as an isolated structure. The level of theory is ωB97M-V with the def2-TZVPD basis set.

Structure (XYZ):
```
79
C34H34N3O5P2Pt, DFT ωB97M-V with the def2-TZVPD basis set
Pt 0.31800 -0.87413 -0.09488
P -1.71363 -1.31406 -0.82254
P -2.04200 1.54600 -0.38303
O 0.10251 -0.02166 -2.70378
O 2.39710 -0.61260 0.45229
O 1.95384 0.39260 6.12396
O 3.78686 -0.33320 2.18088
O 3.62501 0.11970 4.67287
N 0.03911 0.02785 4.16967
N 0.20508 -0.40345 2.04041
N -2.58602 0.15571 -1.19757
C -3.56470 3.83294 0.21558
C -4.96068 -2.67906 1.33947
C -0.07646 -2.48672 -2.56574
C -2.21163 -3.02370 1.28420
C 2.65192 -0.42266 1.67267
C 1.38164 -0.03825 3.90606
C 0.67033 -1.20967 -2.10550
C -3.29443 0.21240 -2.47527
C -0.03631 -2.84400 -4.03726
C -5.97682 2.48738 0.38937
C -2.80848 -2.13551 0.38666
C 2.16286 -1.30302 -2.37536
C -4.82456 1.80866 0.01306
C -4.71239 4.51296 0.59038
C 0.84419 3.43494 -2.54098
C -3.60270 2.46917 -0.08846
C -4.35683 -3.54086 2.24108
C -2.13056 -0.14241 2.95998
C -1.22975 4.22304 -3.46320
C -5.92666 3.84267 0.67694
C 2.35856 0.18480 4.99756
C 1.46804 -0.30394 2.57103
C 0.14090 2.64965 -1.63880
C 0.36176 0.26730 -4.06027
C -1.25303 2.63935 -1.63476
C -1.92881 3.44106 -2.55463
C -4.18874 -1.98240 0.41511
C 0.15921 4.22029 -3.45679
C -1.52514 -2.38964 -2.12916
C -0.64787 -0.18990 3.02619
C -1.03033 -3.55999 -4.59261
C -2.50408 -3.20961 -2.72102
C -2.97661 -3.71828 2.20597
C -2.25858 -3.87444 -3.89140
H -2.57417 -1.07166 3.32216
H -3.01004 -4.50009 -4.35456
H 1.43415 0.36107 -4.26680
H -1.76958 4.83639 -4.17444
H 2.67514 -0.38691 -2.08020
H -6.82416 4.37400 0.96796
H -0.33040 0.23304 5.08432
H -2.83678 -0.49098 -3.17384
H -2.44127 0.00664 1.93149
H 2.58736 -2.11832 -1.78973
H -4.86719 0.74939 -0.20041
H -3.01227 3.47359 -2.55015
H 0.43314 -3.30153 -2.01155
H 3.74553 -0.06371 3.66544
H -3.22638 1.21113 -2.90444
H -4.66815 -1.31472 -0.28955
H 1.92693 3.42469 -2.53212
H -6.91647 1.95223 0.45630
H -0.10688 1.23457 -4.25416
H 0.84429 -2.60595 -4.62536
H -4.65982 5.57128 0.81566
H 0.67408 2.01684 -0.93860
H -0.06864 -0.47739 -4.73313
H -4.95619 -4.07970 2.96462
H -1.13471 -3.15238 1.25380
H -2.50029 -4.39828 2.90198
H -2.62425 4.36863 0.15272
H -2.50724 0.68985 3.55653
H -4.35553 -0.04059 -2.36967
H 2.37416 -1.50062 -3.43085
H -3.48589 -3.28216 -2.25413
H -6.03614 -2.54814 1.35084
H -0.93220 -3.87664 -5.62766
H 0.70584 4.83115 -4.16499
```

As for the LUMO energy: 0.0864 hartree. For the highest occupied orbital energy, the calculation gives -3.092 eV. For the orbital gap, the calculation gives 0.200 Eh. The value obtained for the total energy is -72346.2942 eV. The energy above the lowest of the compared OMol25 structures with the same formula, charge and spin is 43.1 kJ/mol. As for the spin multiplicity: 1. Its total charge is -1.

Löwdin population analysis, charges in e, atoms 1 to 2: Pt 0.93; P 0.78

Record 2
This record from the Open Molecules 2025 dataset describes C34H35AlBr2GeNOP as an isolated structure at a distorted geometry. The level of theory is ωB97M-V with the def2-TZVPD basis set.

Structure (XYZ):
```
76
C34H35AlBr2GeNOP, DFT ωB97M-V with the def2-TZVPD basis set
Br 5.96121 -2.04534 3.35169
Br 0.53951 -2.04534 4.70409
Ge 0.08181 1.88556 -0.39411
P -2.14229 -2.04534 -0.29461
Al 0.22121 -2.04534 -0.29461
O 0.21001 -2.04534 1.52029
N 2.08411 -2.04534 -0.30581
C 1.49751 2.70956 0.61679
C -4.82489 -1.10144 0.04649
C 2.60401 4.71766 1.40679
C 2.44341 1.92676 1.29209
C 3.01901 -2.04534 -1.27221
C 1.70011 1.95246 -2.76321
C 4.16381 -2.04534 2.71779
C 3.54681 3.93476 2.07989
C 3.46641 2.54006 2.02249
C -3.82989 2.95186 2.08259
C 4.78611 -2.04534 0.29829
C 2.04661 2.25176 -4.08381
C 1.42621 -2.04534 1.91829
C 4.37381 -2.04534 -1.02731
C -1.63389 1.95226 1.90549
C -2.72279 -3.47024 0.71669
C 3.16371 -2.04534 3.67849
C -1.71059 -3.31724 -2.75871
C -3.75089 3.35316 0.74759
C 3.83731 -2.04534 1.34809
C 2.46641 -2.04534 0.97919
C -2.61369 3.05506 -0.01091
C -1.54359 2.35056 0.56229
C -0.42999 3.05636 -3.06751
C 1.15541 2.95336 -4.89741
C 1.58041 4.10646 0.67609
C -1.71389 -4.60444 0.77469
C 1.82521 -2.04534 3.27919
C -2.72019 -2.48534 -1.98641
C 0.45911 2.35116 -2.24171
C -3.35649 -0.74064 0.17959
C 0.22121 -0.05394 -0.29461
C -0.08159 3.35496 -4.38921
C -2.77069 2.25106 2.66179
H -2.07289 -5.38904 1.44919
H 3.41081 -2.04534 4.73479
H 2.62351 -2.04534 -2.28211
H 4.19651 1.93446 2.54369
H -3.15439 0.14636 -0.43141
H -4.57239 3.89676 0.29869
H -0.77239 3.89926 -5.02041
H 0.22121 -3.64254 -0.29461
H 2.66631 5.79726 1.45139
H -3.67759 -3.01504 -1.94931
H 2.40231 1.40826 -2.14411
H -4.71069 3.18376 2.66739
H 5.85111 -2.04534 0.50459
H -0.74269 -4.26184 1.14839
H -2.82979 1.93926 3.69649
H -5.09569 -1.34394 -0.98551
H -1.55529 -4.29844 -2.30251
H 0.85371 4.71896 0.15729
H -2.89319 -3.11744 1.74029
H 3.00611 1.93976 -4.47561
H -5.09739 -1.95104 0.67999
H -0.82009 1.40856 2.36889
H -1.38639 3.38196 -2.71701
H -3.15609 -0.45484 1.21839
H -0.73889 -2.81514 -2.82281
H 5.08651 -2.04534 -1.84131
H -1.55709 -5.06234 -0.20551
H 4.33891 4.40836 2.64539
H -2.88899 -1.55664 -2.54361
H -2.06789 -3.48384 -3.78051
H -3.67969 -3.85124 0.34589
H 1.42281 3.18566 -5.92011
H 2.39151 0.84686 1.25489
H -2.59269 3.38016 -1.02931
H -5.44409 -0.25234 0.35539
```

As for the LUMO energy (spin up / spin down): 0.1609 / 0.1615 hartree. For the highest occupied orbital energy (spin up / spin down), the calculation gives 0.179 / 1.071 eV. For the orbital gap (spin up / spin down), the calculation gives 0.154 / 0.122 Eh. The value obtained for the total energy is -251847.5352 eV. As for the spin multiplicity: 1. Its total charge is -2.

Löwdin population analysis, charges in e, atoms 1 to 2: Br 0.64; Br 0.63

Record 3
This record from the Open Molecules 2025 dataset describes a 5-piece molecular cluster, C34H35B2N2O23PS overall at a distorted geometry. The level of theory is ωB97M-V with the def2-TZVPD basis set.

Structure (XYZ):
```
98
C34H35B2N2O23PS, DFT ωB97M-V with the def2-TZVPD basis set
S 2.49010 -1.01882 0.29498
P 1.57566 -0.00819 -1.09402
O 6.54382 -7.26661 -5.32677
O -8.62979 -2.68532 9.48547
O -3.53379 3.09611 8.19550
O 6.36314 -0.64548 -4.88284
O 7.51432 -2.92536 -6.79904
O -1.60121 -1.25958 -3.75555
O -3.52536 1.62753 3.74948
O 2.32997 1.43431 -1.19894
O -3.52955 5.64948 7.49758
O -1.06694 2.86987 -2.93195
O -6.03828 2.19577 -0.23683
O 1.81519 -0.72957 -2.49430
O 3.90968 0.03764 -4.13460
O 5.33164 1.08508 -9.11511
O 9.07199 -2.44114 -4.70004
O 8.03561 -6.75674 -3.19561
O -4.24848 -0.39243 7.62508
O 2.91064 1.84030 -8.33863
O -7.87924 -0.39149 10.58466
O -4.19823 2.17235 1.08199
O -3.43146 4.23886 3.03277
O 1.13231 2.70300 1.45129
O -5.04300 -2.64590 6.46709
N 0.46970 0.63546 2.51181
N -0.53555 2.45344 -0.70436
C -0.92143 2.09079 -2.02537
C -5.17970 2.80199 0.36440
C -1.12038 0.56957 -2.01223
C -7.62671 -2.18390 9.01658
C 8.48073 -3.62515 -4.78609
C 4.20243 0.31392 -5.28902
C 3.68913 1.23429 -7.45983
C 7.95615 -5.85445 -4.00593
C 5.96420 0.19125 -7.03003
C -3.19618 1.73989 0.10023
C -3.52698 3.30795 6.99673
C 6.96318 -5.12302 -6.16267
C 3.29872 0.98042 -6.20190
C -0.62591 1.29561 0.17218
C -7.14010 -0.88785 9.60127
C -3.47312 4.00486 4.22360
C 5.05227 0.84070 -7.95983
C -5.26987 -0.88028 8.07090
C -3.53599 2.25865 5.99173
C -0.05243 0.50570 -4.61191
C 7.62093 -3.83698 -6.00101
C 8.63176 -4.57591 -3.85481
C -3.51400 4.73510 6.53364
C -3.51406 2.57105 4.68787
C 7.11666 -6.07438 -5.23253
C 5.57209 -0.05656 -5.77564
C -3.48707 5.05387 5.23486
C -0.22761 0.13738 -0.83142
C -0.57639 -1.20483 -0.20512
C -2.00947 1.15883 0.85833
C -1.30515 -2.19700 -0.79110
C -6.03225 -0.28309 9.15321
C -5.76915 -2.16207 7.46752
C -6.87457 -2.76860 7.91732
B 0.36708 1.56460 1.40997
B -0.95159 -0.09635 -3.47000
H 0.84475 0.92230 -4.15941
H 8.79178 -1.94340 -5.49040
H 1.38279 0.20300 2.55819
H 9.24554 -4.43414 -2.97675
H -0.23466 -1.37033 0.81024
H -2.25811 0.14138 1.14265
H -0.22758 -0.09312 2.46999
H -5.16311 3.89740 0.30769
H 3.42877 1.89727 -9.16434
H -2.38515 -1.37800 -3.21523
H 5.84372 -0.71033 -4.06074
H -8.61374 -1.02103 10.71126
H -3.56282 1.23582 6.33899
H -5.67028 0.64821 9.56635
H -3.51649 2.05202 2.86253
H -2.10545 0.21483 -1.70096
H -3.54513 5.15017 8.33561
H -1.94328 1.71781 1.78757
H -3.47405 6.07844 4.89119
H 2.72912 -0.54215 -2.77290
H 6.94637 -0.07505 -7.39309
H -2.95011 2.60562 -0.50510
H 0.38780 2.86657 -0.77962
H -7.24250 -3.69185 7.49306
H 0.18443 -0.23575 -5.36378
H -0.60898 1.33556 -5.04353
H 6.36066 -5.27018 -7.04770
H 1.97409 2.45557 1.84478
H 6.81427 -7.75735 -4.52781
H 2.32042 1.25513 -5.83241
H -3.67631 0.94821 -0.46614
H -2.27121 -2.46784 -0.38062
H -0.94224 -2.76925 -1.63464
H 2.22302 1.73651 -2.11304
H -4.30444 -2.02054 6.34509
```

As for the LUMO energy: -0.0754 hartree. For the highest occupied orbital energy, the calculation gives -8.530 eV. For the orbital gap, the calculation gives 0.238 Eh. The value obtained for the total energy is -107376.0707 eV. As for the spin multiplicity: 1. Its total charge is 0.

Löwdin population analysis, charges in e, atoms 1 to 2: S 0.39; P 0.31

What is the formula in the first record? C34H34N3O5P2Pt